This record from the OMol25 dataset describes a gas-phase ion, C3H7N2 (charge +1) in a non-equilibrium geometry. The level of theory is the ωB97M-V functional and the def2-TZVPD basis.

Charge   +1
DFT total energy   -6192.5304 eV
Kohn-Sham gap (alpha / beta)   0.3445 / 0.3445 hartree
Energy relative to the best compared isomer or geometry (same formula, charge and spin)   4.9811 eV
Highest occupied orbital energy (alpha / beta)   -15.25 / -15.25 eV
LUMO energy (alpha / beta)   -5.87 / -5.87 eV

Structure (XYZ):
```
12
C3H7N2, DFT the ωB97M-V functional and the def2-TZVPD basis
N 0.83 -0.36 -0.06
H -0.60 0.60 1.45
N -0.49 1.41 -0.50
C -0.37 0.56 -1.44
C 0.42 -1.62 0.40
H 0.81 1.70 1.10
H -0.97 0.74 -2.30
H 1.30 -1.98 0.86
H -0.49 -1.84 0.91
H 0.44 -2.33 -0.38
C 0.22 0.93 0.62
H -1.08 2.20 -0.66
```